(1)
This record from the OMol25 dataset describes a cluster of 2 separate species, C4H11N3O2 in total in a non-equilibrium geometry. The level of theory is wB97M-V/def2-TZVPD.

Values from the calculation:
E_LUMO (eV): 0.59
Energy (hartree): -473.7737
Energy above the lowest of the compared OMol25 structures with the same formula, charge and spin (eV): 0.791
SMILES string: [H]/N=C(/N)NC.CC(=O)O

Each line ends with the natural charge from an NBO analysis.
CARTESIAN COORDINATES (ANGSTROEM)
H (-0.527, -2.472, 0.575)  0.36
N (-0.239, -1.505, 0.608)  -0.82
C (0.778, -1.153, 1.273)  0.59
N (0.987, 0.156, 1.684)  -0.84
N (1.809, -1.996, 1.627)  -0.64
C (2.306, -3.054, 0.769)  -0.41
H (0.162, 0.732, 1.655)  0.40
H (1.839, 0.564, 1.329)  0.39
H (2.402, -1.743, 2.398)  0.39
H (3.380, -3.160, 0.862)  0.20
H (2.110, -2.858, -0.285)  0.21
H (1.866, -4.009, 1.041)  0.19
C (-0.963, 1.203, -2.542)  -0.74
C (-1.537, 2.101, -1.475)  0.79
O (-1.666, 3.288, -1.563)  -0.57
O (-1.873, 1.486, -0.325)  -0.72
H (0.093, 1.081, -2.375)  0.24
H (-1.143, 1.668, -3.517)  0.24
H (-1.510, 0.272, -2.573)  0.23
H (-1.589, 0.581, -0.138)  0.52

(2)
This record from the OMol25 dataset describes a cluster of 2 separate species, C4H11N3O2 in total in a non-equilibrium geometry. The level of theory is wB97M-V/def2-TZVPD.

Values from the calculation:
E_LUMO (spin up / spin down) (eV): -0.16 / -0.48
Energy (hartree): -473.5566
Energy above the lowest of the compared OMol25 structures with the same formula, charge and spin (eV): 6.698
SMILES string: NC(N)=NO.CC(C)=O

Each line ends with the natural charge from an NBO analysis.
CARTESIAN COORDINATES (ANGSTROEM)
N (2.454, 0.465, 0.569)  -0.80
C (1.236, 0.493, -0.140)  0.52
N (0.983, 1.733, -0.703)  -0.80
N (0.939, -0.658, -0.777)  -0.36
O (1.819, -1.087, -1.748)  -0.54
H (2.807, -0.462, 0.753)  0.40
H (2.549, 1.151, 1.301)  0.38
H (0.036, 2.058, -0.545)  0.41
H (1.610, 2.468, -0.416)  0.38
H (1.463, -1.946, -2.013)  0.47
C (-2.169, -0.321, -0.790)  -0.71
C (-1.186, 0.244, 0.433)  0.62
C (-1.026, -0.870, 1.440)  -0.73
O (-1.371, 1.423, 0.722)  -0.60
H (-2.609, -1.305, -0.647)  0.21
H (-3.017, 0.358, -0.741)  0.21
H (-1.704, -0.289, -1.771)  0.23
H (-1.696, -0.730, 2.286)  0.24
H (-1.139, -1.868, 1.027)  0.23
H (0.020, -0.857, 1.760)  0.23

(3)
This record from the OMol25 dataset describes a cluster of 2 separate species, C4H11N3O2 in total in a non-equilibrium geometry. The level of theory is wB97M-V/def2-TZVPD.

Values from the calculation:
E_LUMO (eV): 0.84
Energy (hartree): -473.7485
Energy above the lowest of the compared OMol25 structures with the same formula, charge and spin (eV): 1.477
SMILES string: [H]/N=C(/N)NC.CC(=O)O

Each line ends with the natural charge from an NBO analysis.
CARTESIAN COORDINATES (ANGSTROEM)
H (-1.936, -0.783, -2.538)  0.34
N (-1.339, -0.510, -1.767)  -0.78
C (-0.708, -1.483, -1.265)  0.59
N (0.416, -1.235, -0.507)  -0.83
N (-0.967, -2.817, -1.550)  -0.67
C (-0.658, -3.892, -0.608)  -0.42
H (0.992, -1.964, -0.196)  0.38
H (0.851, -0.397, -0.853)  0.41
H (-1.286, -3.091, -2.458)  0.39
H (0.273, -4.338, -0.992)  0.18
H (-1.390, -4.695, -0.642)  0.21
H (-0.500, -3.514, 0.396)  0.21
C (1.367, 4.254, 1.975)  -0.74
C (0.649, 2.993, 1.636)  0.79
O (0.905, 1.916, 2.105)  -0.59
O (-0.411, 3.201, 0.849)  -0.71
H (2.097, 4.483, 1.184)  0.25
H (1.765, 4.220, 2.968)  0.24
H (0.835, 5.170, 1.737)  0.24
H (-0.953, 2.484, 0.528)  0.51

(4)
This record from the OMol25 dataset describes the molecule C4H11N3S in a non-equilibrium geometry. The level of theory is wB97M-V/def2-TZVPD.

Values from the calculation:
E_LUMO (eV): 0.74
Energy (hartree): -721.3812
Energy above the lowest of the compared OMol25 structures with the same formula, charge and spin (eV): 2.377
SMILES string: CN(C)N(C)/C=N\S

Each line ends with the natural charge from an NBO analysis.
CARTESIAN COORDINATES (ANGSTROEM)
C (-1.145, -1.010, 1.350)  -0.43
N (-0.762, -0.683, -0.013)  -0.29
C (-1.492, -1.413, -1.014)  -0.42
N (-0.732, 0.698, -0.267)  -0.30
C (-1.974, 1.446, -0.053)  -0.44
C (0.451, 1.393, -0.027)  0.26
N (1.667, 1.048, 0.078)  -0.63
S (2.367, -0.488, -0.071)  0.16
H (-0.964, -2.089, 1.531)  0.21
H (-2.192, -0.828, 1.574)  0.17
H (-0.524, -0.421, 2.042)  0.22
H (-1.313, -2.476, -0.872)  0.21
H (-1.134, -1.128, -2.008)  0.22
H (-2.568, -1.245, -0.958)  0.17
H (-2.811, 0.927, -0.570)  0.21
H (-1.939, 2.442, -0.519)  0.22
H (-2.237, 1.550, 1.000)  0.19
H (0.275, 2.439, 0.025)  0.17
H (1.277, -1.310, -0.238)  0.11

Among the records above, which one has the lowest energy above the lowest of the compared OMol25 structures with the same formula, charge and spin? number 1

The lowest energy above the lowest of the compared OMol25 structures with the same formula, charge and spin belongs to which entry? number 1

Among the records above, which one has the highest energy above the lowest of the compared OMol25 structures with the same formula, charge and spin? number 2

energy above the lowest of the compared OMol25 structures with the same formula, charge and spin of number 1 (C4H11N3O2)? 0.791 eV